(1)
{"formula": "C38H39N6PdS", "method": "wB97M-V/def2-TZVPD", "symbols": ["Pd", "C", "C", "C", "C", "C", "C", "C", "N", "C", "N", "C", "C", "C", "C", "C", "C", "C", "N", "C", "C", "C", "C", "C", "C", "C", "H", "H", "H", "H", "H", "H", "H", "H", "H", "H", "H", "H", "H", "H", "H", "H", "H", "H", "H", "H", "H", "H", "C", "C", "C", "C", "C", "C", "C", "C", "C", "C", "N", "C", "C", "C", "C", "C", "N", "H", "H", "H", "H", "H", "H", "H", "H", "H", "H", "H", "H", "H", "H", "H", "H", "H", "S", "C", "N"], "coordinates": [[0.769, 1.279, 0.659], [0.287, -4.015, 2.408], [-1.146, -4.022, 2.864], [-1.571, -4.872, 3.880], [-2.892, -4.885, 4.305], [-3.823, -4.042, 3.718], [-3.419, -3.179, 2.712], [-2.095, -3.169, 2.291], [-1.704, -2.265, 1.254], [-0.935, -1.157, 1.455], [-0.793, -0.808, 2.750], [0.122, 0.054, 3.407], [0.872, 1.014, 2.741], [1.763, 1.772, 3.500], [1.883, 1.609, 4.869], [1.096, 0.664, 5.512], [0.210, -0.128, 4.801], [-0.627, -1.159, 5.515], [-0.417, -0.493, 0.447], [-0.636, -1.030, -0.855], [0.358, -1.819, -1.429], [0.164, -2.396, -2.673], [-1.020, -2.165, -3.359], [-1.995, -1.357, -2.799], [-1.829, -0.778, -1.542], [-2.920, 0.065, -0.939], [0.794, -4.926, 2.723], [0.832, -3.167, 2.832], [0.359, -3.937, 1.322], [-0.855, -5.545, 4.335], [-3.195, -5.562, 5.093], [-4.854, -4.052, 4.043], [-4.122, -2.501, 2.244], [-1.894, -2.513, 0.296], [-1.319, -1.398, 3.375], [2.383, 2.518, 3.013], [2.580, 2.214, 5.436], [1.174, 0.531, 6.585], [-0.417, -1.141, 6.582], [-0.426, -2.173, 5.158], [-1.699, -0.972, 5.394], [1.272, -1.986, -0.871], [0.933, -3.025, -3.103], [-1.182, -2.610, -4.333], [-2.912, -1.163, -3.344], [-3.490, 0.565, -1.723], [-2.515, 0.820, -0.266], [-3.618, -0.545, -0.361], [2.477, 0.805, -5.517], [1.543, 0.156, -4.492], [0.320, 0.993, -4.186], [-0.681, 1.000, -5.151], [-1.869, 1.680, -4.965], [-2.090, 2.364, -3.779], [-1.137, 2.377, -2.775], [-1.377, 3.215, -1.551], [-0.742, 4.600, -1.682], [0.085, 1.701, -2.984], [1.010, 1.706, -1.927], [2.266, 1.882, -2.189], [3.237, 1.693, -1.174], [4.668, 1.778, -1.262], [5.137, 1.432, -0.037], [3.969, 1.147, 0.781], [2.862, 1.308, 0.097], [3.311, 0.143, -5.750], [2.887, 1.755, -5.167], [1.943, 1.015, -6.444], [2.086, -0.107, -3.585], [1.189, -0.791, -4.905], [-0.521, 0.436, -6.063], [-2.627, 1.671, -5.738], [-3.016, 2.907, -3.631], [-0.988, 2.715, -0.662], [-2.454, 3.323, -1.409], [0.340, 4.524, -1.803], [-0.942, 5.207, -0.799], [-1.141, 5.121, -2.554], [2.612, 2.167, -3.178], [5.229, 2.053, -2.141], [6.161, 1.371, 0.293], [3.945, 0.846, 1.819], [2.246, 5.636, 2.287], [1.524, 4.439, 1.452], [1.006, 3.584, 0.849]], "e_above_lowest_kcal_mol": 4.1, "s_squared": 6.07, "gap_ev": [6.87, 4.13], "multiplicity": 5, "charge": 1, "e_homo_ev": [-9.43, -10.38], "lumo_energy_ha": [-0.094, -0.230]}

=====

(2)
{"formula": "C38H40Br4CaCl3O6Sb", "method": "wB97M-V/def2-TZVPD", "symbols": ["Ca", "Cl", "C", "C", "C", "Cl", "C", "O", "C", "Cl", "C", "H", "H", "Br", "C", "C", "Br", "C", "Br", "C", "O", "C", "O", "C", "Br", "O", "C", "C", "O", "O", "C", "C", "C", "C", "C", "C", "C", "C", "C", "C", "C", "C", "H", "H", "H", "H", "H", "H", "H", "H", "H", "H", "H", "C", "C", "C", "C", "Sb", "C", "C", "C", "C", "C", "C", "C", "C", "H", "H", "H", "H", "H", "H", "H", "H", "H", "H", "H", "H", "H", "H", "H", "H", "H", "H", "H", "H", "H", "H", "H", "H", "H", "H", "H"], "coordinates": [[-0.018, 0.249, 2.818], [-3.527, 7.337, 1.665], [-2.741, 5.826, 1.672], [-1.356, 5.708, 1.421], [-0.747, 4.510, 1.721], [0.894, 4.310, 1.392], [-1.499, 3.316, 2.171], [-0.879, 2.207, 2.456], [-2.915, 3.483, 2.316], [-4.069, 2.326, 2.827], [-3.508, 4.706, 2.006], [-0.723, 6.531, 1.043], [-4.588, 4.858, 2.080], [6.390, 1.490, 5.296], [4.590, 0.997, 5.197], [3.817, 0.813, 6.392], [4.579, 1.057, 8.034], [2.582, 0.251, 6.224], [1.710, -0.806, 7.560], [1.862, 0.322, 4.997], [0.605, 0.380, 4.985], [2.708, 0.270, 3.723], [2.242, -0.034, 2.575], [4.092, 0.605, 3.921], [5.338, 0.271, 2.439], [-4.165, -2.074, 3.466], [-2.932, -2.747, 3.038], [-1.868, -1.610, 2.927], [-1.010, -1.603, 2.013], [-1.998, -0.701, 3.753], [-3.234, -3.493, 1.783], [-4.452, -3.274, 1.195], [-5.041, -4.240, 0.382], [-4.286, -5.317, -0.058], [-2.922, -5.393, 0.314], [-2.405, -4.458, 1.189], [-2.424, -3.696, 4.139], [-2.162, -3.093, 5.360], [-1.312, -3.565, 6.304], [-0.903, -4.894, 6.149], [-1.158, -5.606, 4.981], [-1.880, -5.034, 3.961], [-3.781, -1.301, 3.950], [-5.008, -2.378, 1.505], [-6.126, -4.080, 0.256], [-4.707, -6.049, -0.754], [-2.301, -6.174, -0.067], [-1.341, -4.565, 1.347], [-2.497, -2.052, 5.391], [-0.981, -2.966, 7.144], [-0.183, -5.316, 6.839], [-0.614, -6.561, 4.763], [-2.016, -5.628, 3.082], [1.545, -0.957, -2.937], [2.228, -0.750, -4.289], [3.708, -0.871, -4.143], [1.730, -1.690, -5.347], [1.594, 1.503, -5.156], [2.949, 2.941, -4.041], [2.795, 2.404, -2.594], [4.380, 2.664, -4.631], [2.381, 4.333, -4.273], [-0.706, 1.479, -4.889], [-1.395, 0.244, -5.508], [-0.898, 1.616, -3.348], [-1.070, 2.692, -5.693], [1.829, -1.967, -2.595], [0.464, -0.974, -3.061], [1.858, -0.207, -2.177], [3.948, -1.841, -3.667], [4.187, -0.152, -3.522], [4.281, -0.711, -5.139], [2.297, -2.613, -5.305], [1.858, -1.271, -6.424], [0.665, -1.954, -5.226], [3.305, 1.433, -2.353], [1.740, 2.456, -2.348], [3.243, 3.172, -1.937], [4.798, 1.735, -4.227], [5.001, 3.543, -4.231], [4.457, 2.688, -5.712], [1.337, 4.483, -3.895], [2.443, 4.683, -5.332], [3.002, 5.018, -3.733], [-1.217, -0.594, -4.826], [-1.005, -0.066, -6.488], [-2.492, 0.516, -5.624], [-0.385, 0.819, -2.766], [-1.949, 1.512, -3.093], [-0.443, 2.545, -3.015], [-0.789, 2.566, -6.776], [-0.663, 3.587, -5.216], [-2.142, 2.873, -5.743]], "e_above_lowest_kcal_mol": 0.0, "gap_ev": 4.66, "charge": -2, "e_homo_ev": -1.20, "lumo_energy_ha": 0.127}

=====

(3)
{"formula": "C38H40IN4O11P3V", "method": "wB97M-V/def2-TZVPD", "symbols": ["V", "I", "C", "C", "C", "C", "C", "C", "C", "C", "C", "P", "C", "C", "C", "C", "C", "C", "C", "C", "C", "C", "C", "C", "C", "H", "H", "H", "H", "H", "H", "H", "H", "H", "H", "H", "H", "H", "H", "H", "H", "C", "C", "O", "P", "O", "O", "O", "P", "O", "O", "O", "H", "H", "H", "H", "H", "H", "H", "O", "C", "O", "C", "C", "C", "C", "O", "C", "O", "C", "C", "H", "H", "H", "H", "H", "C", "N", "C", "N", "C", "N", "C", "N", "C", "C", "H", "H", "H", "H", "H", "H", "H", "H", "H", "H", "H", "H"], "coordinates": [[0.014, 0.797, -0.416], [-2.071, -0.929, -1.518], [-2.172, -2.730, -0.450], [-3.387, -2.986, 0.118], [-3.689, -4.276, 0.599], [-2.805, -5.288, 0.399], [-1.544, -5.047, -0.202], [-0.670, -6.124, -0.485], [0.531, -5.904, -1.085], [0.966, -4.583, -1.296], [0.178, -3.499, -0.995], [1.054, -1.898, -0.745], [2.162, -1.792, -2.193], [3.407, -2.415, -2.255], [4.222, -2.249, -3.367], [3.802, -1.460, -4.429], [2.554, -0.849, -4.383], [1.740, -1.016, -3.272], [2.131, -2.397, 0.659], [3.365, -1.789, 0.900], [4.099, -2.100, 2.035], [3.612, -3.017, 2.956], [2.387, -3.627, 2.730], [1.653, -3.320, 1.593], [-1.159, -3.722, -0.553], [-4.143, -2.212, 0.155], [-4.647, -4.459, 1.066], [-3.054, -6.302, 0.684], [-0.989, -7.128, -0.234], [1.180, -6.730, -1.342], [1.978, -4.427, -1.646], [3.758, -3.020, -1.430], [5.188, -2.736, -3.400], [4.439, -1.328, -5.293], [2.216, -0.238, -5.209], [0.780, -0.519, -3.243], [3.767, -1.078, 0.193], [5.057, -1.624, 2.197], [4.186, -3.257, 3.841], [1.998, -4.348, 3.438], [0.702, -3.815, 1.440], [3.393, 4.191, -1.549], [2.678, 2.894, -1.919], [2.976, 2.482, -3.252], [3.217, 1.489, -0.891], [4.409, 0.804, -1.659], [3.877, 1.985, 0.450], [2.109, 0.547, -0.547], [0.868, 3.080, -1.625], [0.284, 1.728, -2.332], [0.355, 4.332, -2.176], [0.694, 2.669, -0.143], [4.471, 4.084, -1.681], [3.172, 4.485, -0.522], [3.035, 4.983, -2.205], [2.455, 3.014, -3.868], [4.224, 0.654, -2.604], [4.732, 2.430, 0.365], [-0.743, 1.814, -2.627], [-2.162, 1.976, -2.555], [-2.432, 2.257, -1.356], [-1.714, 1.832, -0.375], [-3.622, 3.064, -1.046], [-3.911, 3.415, 0.267], [-5.021, 4.198, 0.582], [-5.807, 4.599, -0.471], [-6.927, 5.360, -0.430], [-7.363, 5.517, -1.787], [-6.459, 4.787, -2.616], [-5.520, 4.251, -1.785], [-4.437, 3.489, -2.112], [-3.248, 3.090, 1.056], [-5.251, 4.485, 1.598], [-7.336, 6.573, -2.053], [-8.368, 5.108, -1.890], [-4.199, 3.226, -3.132], [1.194, 0.655, 2.351], [-0.176, 0.565, 1.728], [-0.799, -0.718, 2.186], [-0.851, -0.814, 3.630], [0.514, -0.706, 4.161], [1.138, 0.567, 3.794], [0.311, 1.662, 4.304], [-1.050, 1.596, 3.770], [-1.002, 1.679, 2.326], [-1.637, 0.310, 4.149], [1.632, 1.606, 2.049], [1.801, -0.161, 1.960], [-0.212, -1.546, 1.791], [-1.810, -0.766, 1.777], [1.119, -1.525, 3.769], [0.474, -0.783, 5.248], [0.761, 2.615, 4.021], [0.271, 1.602, 5.392], [-0.568, 2.626, 2.006], [-2.007, 1.594, 1.923], [-2.653, 0.249, 3.755], [-1.678, 0.241, 5.236]], "e_above_lowest_kcal_mol": 0.0, "s_squared": 2.02, "gap_ev": [6.63, 7.52], "multiplicity": 3, "charge": 1, "e_homo_ev": [-10.14, -10.15], "lumo_energy_ha": [-0.129, -0.096]}